#one
This record from OMol25 describes C31H27BF6N7O5SeTeY as an isolated structure. The level of theory is ωB97M-V with the def2-TZVPD basis set.

Calculated values
- charge = -2
- orbital gap (eV) = 6.51

Element x y z (Å)
Y -0.69952 -1.46107 0.39169
B 2.31979 -1.42443 3.11177
N 0.86836 -1.09458 3.57750
C 0.51338 -0.94646 4.86271
C -0.86581 -1.01005 4.95194
C -1.27635 -1.20727 3.63074
N -0.22420 -1.24475 2.81961
N 2.52984 -1.16636 1.59098
C 3.64114 -0.62280 1.07869
C 3.66222 -0.83782 -0.28963
C 2.48659 -1.54951 -0.53228
N 1.80276 -1.73691 0.60057
H 3.08703 -0.69591 3.70490
H 2.54861 -2.59563 3.34242
H 1.26898 -0.83162 5.62230
H -1.47730 -0.92867 5.83391
H -2.27136 -1.32133 3.22672
H 4.34727 -0.13329 1.72837
H 4.40468 -0.51786 -1.00058
H 2.08336 -1.88421 -1.47469
F 4.24517 2.85596 -2.05338
C 3.07980 2.92923 -2.72120
C 2.10873 2.03231 -2.51243
N 0.91372 2.07003 -3.18530
C -0.14498 1.12074 -2.84031
C 0.38236 -0.30866 -2.63697
O 1.30954 -0.71198 -3.32955
O -0.25051 -0.96989 -1.74505
C 0.63772 3.07002 -4.08469
O -0.41630 3.19060 -4.67964
N 1.67807 3.96445 -4.28370
C 2.91932 4.01498 -3.66095
O 3.72695 4.88562 -3.92742
H 2.23603 1.23285 -1.79551
H -0.85461 1.11147 -3.66551
H -0.65794 1.45309 -1.94057
H 1.47620 4.70786 -4.93436
C 1.94783 5.45092 -0.26769
C 0.67358 5.10147 -0.69722
C 0.13750 3.86126 -0.38328
C 0.86594 2.93101 0.36567
C 2.14740 3.29945 0.78696
C 2.68174 4.54153 0.48276
C 0.39751 1.54591 0.62423
C -0.84614 1.04012 0.71090
C -2.02780 1.90882 0.70274
C -2.23673 2.88854 1.68287
C -3.36977 3.68579 1.66900
C -4.32841 3.53461 0.67371
C -4.14807 2.55115 -0.29128
C -3.02687 1.73672 -0.26539
H 2.37105 6.41261 -0.53095
H 0.09356 5.79453 -1.29600
H -0.85061 3.60274 -0.74217
H 2.73475 2.57761 1.34493
H 3.68398 4.79151 0.81031
H 1.24606 0.85934 0.71579
H -1.48507 3.01716 2.45327
H -3.50399 4.43807 2.43884
H -5.21243 4.16099 0.66116
H -4.89603 2.40162 -1.06125
H -2.91953 0.94084 -0.99448
Se -1.20957 -4.24372 -1.67909
C -0.88966 -5.72908 -0.51031
C -1.68375 -6.86332 -0.57855
C -1.34560 -7.95207 0.21103
N -0.28887 -7.98326 1.01932
C 0.45808 -6.87957 1.07441
C 0.20016 -5.72787 0.34680
H -2.55675 -6.88650 -1.21643
H -1.95696 -8.84883 0.18535
H 1.30567 -6.90770 1.75052
H 0.81105 -4.84631 0.47488
F -1.00641 -3.36775 1.20924
Te -3.46004 -3.40499 -0.78472
F -4.20564 -4.99295 -1.55304
F -5.27029 -2.98063 -0.54826
F -3.62980 -2.66559 -2.52386
F -3.60050 -4.40713 0.79642
O -2.93926 -1.82522 -0.04826

***

#two
This record from OMol25 describes C31H27BF6N7O5SeTeY as an isolated structure. The level of theory is ωB97M-V with the def2-TZVPD basis set.

Calculated values
- charge = -2
- orbital gap (eV) = 6.59

Element x y z (Å)
Y -0.95835 0.66224 0.03432
B -2.28909 0.58507 3.37896
N -0.77498 0.98993 3.25278
C 0.10755 1.07459 4.25514
C 1.27833 1.64456 3.79092
C 1.02267 1.87889 2.44037
N -0.21277 1.50031 2.12703
N -2.62201 -0.71693 2.53904
C -3.23776 -1.82242 2.97291
C -3.33734 -2.72449 1.92621
C -2.72494 -2.06948 0.85771
N -2.31674 -0.86152 1.23321
H -2.46746 0.27654 4.53914
H -2.97808 1.49709 3.01281
H -0.17074 0.71478 5.23188
H 2.18366 1.83050 4.34158
H 1.67142 2.27262 1.67183
H -3.54708 -1.88304 4.00350
H -3.76823 -3.71027 1.94332
H -2.53316 -2.39443 -0.15282
F -5.32718 2.54174 -5.06578
C -5.78473 2.01404 -3.92207
C -4.96176 1.66029 -2.92973
N -5.41801 1.09174 -1.76370
C -4.42854 0.82888 -0.71553
C -3.84799 2.13601 -0.15280
O -4.49015 3.16879 -0.25291
O -2.68174 1.99815 0.35887
C -6.75403 0.92717 -1.51753
O -7.22487 0.44148 -0.50873
N -7.57611 1.30929 -2.57477
C -7.22206 1.85271 -3.79722
O -8.05467 2.12490 -4.64310
H -3.88901 1.80323 -2.99035
H -3.64683 0.20724 -1.15546
H -4.91513 0.25145 0.06745
H -8.56168 1.17334 -2.41481
C 5.57915 -2.94253 -3.04982
C 5.48298 -1.60129 -3.40106
C 4.36397 -0.86434 -3.04499
C 3.32634 -1.44996 -2.31855
C 3.42340 -2.80115 -1.98469
C 4.54159 -3.53962 -2.34627
C 2.13311 -0.68095 -1.91826
C 2.16607 0.53422 -1.35874
C 3.39340 1.25623 -0.93758
C 4.33741 0.60020 -0.15232
C 5.47608 1.26901 0.27296
C 5.67172 2.59767 -0.08046
C 4.71978 3.25919 -0.84577
C 3.57697 2.59622 -1.26884
H 6.45456 -3.51768 -3.32830
H 6.27929 -1.12696 -3.96274
H 4.27921 0.17662 -3.33430
H 2.62368 -3.25087 -1.40752
H 4.60592 -4.58550 -2.06900
H 1.16894 -1.17029 -2.01641
H 4.14910 -0.42709 0.13651
H 6.20283 0.75475 0.89021
H 6.56019 3.12199 0.25236
H 4.86359 4.29957 -1.11231
H 2.82062 3.09975 -1.85755
Se 1.09290 -1.47076 0.93916
C 1.17645 -2.29366 2.63614
C 2.39578 -2.83870 3.06731
C 2.49621 -3.46399 4.29482
N 1.48574 -3.60993 5.15841
C 0.32321 -3.09669 4.74687
C 0.12080 -2.45413 3.53843
H 3.27145 -2.76549 2.43319
H 3.45466 -3.87476 4.60369
H -0.51503 -3.20690 5.43106
H -0.85965 -2.07736 3.29659
F 1.79105 1.73567 -4.09093
Te 0.09890 1.46821 -3.15316
F -0.78293 2.27073 -4.65487
F -1.28706 -0.62147 -1.59805
F -1.50614 1.93707 -2.04890
F 0.47655 3.24067 -2.65546
O 1.02678 1.23932 -1.12252

***

Which of them is least stable? Easy: #one.

***

#one
This record from OMol25 describes an isolated ion of composition C7H8N3 and charge +1. The level of theory is ωB97M-V with the def2-TZVPD basis set.

Calculated values
- charge = +1
- orbital gap (eV) = 9.17

Element x y z (Å)
C 2.82897 1.13570 -0.23726
N 2.24676 0.28610 0.43166
C 1.25694 -0.74154 0.12264
N 1.65696 -1.99794 -0.01872
C -0.17752 -0.34284 0.17369
C -0.49412 1.00272 0.14056
C -1.84194 1.37619 0.09835
C -2.76871 0.33529 0.01976
C -2.33636 -0.97845 0.01607
N -1.05534 -1.31450 0.13252
H 3.40620 1.85076 0.36831
H 2.54939 1.51425 -1.32804
H 0.93952 -2.68943 -0.10057
H 2.56912 -2.17814 -0.10011
H 0.42313 1.69547 0.17293
H -2.23674 2.34065 0.28744
H -3.82955 0.55700 -0.13188
H -3.13670 -1.85129 -0.04737

***

#two
This record from OMol25 describes an isolated ion of composition C7H8N3 and charge +1. The level of theory is ωB97M-V with the def2-TZVPD basis set.

Calculated values
- charge = +1
- orbital gap (spin up / spin down) (eV) = 6.87 / 6.99

Element x y z (Å)
C 0.30573 -0.97070 -0.11372
C 1.65648 -0.51644 -0.15837
C -1.23100 0.93044 -0.07816
C -2.42828 1.53032 -0.02364
C -3.24346 -0.62560 0.09016
C -2.00371 -1.18226 0.23712
C 3.53254 0.93749 0.07463
N -3.43207 0.66045 -0.11708
N -0.89332 -0.36160 0.00586
N 2.22576 0.51031 0.32137
H 0.22058 -2.04505 -0.20938
H 2.27193 -1.28176 -0.65971
H -2.60904 2.59001 -0.05096
H -4.13868 -1.23407 0.14746
H -1.83966 -2.22050 0.47453
H 3.46101 1.95948 -0.31264
H 4.07111 1.00244 1.02145
H 4.07408 0.31703 -0.64890

***

Which of them is least stable? Easy: #two.